201
Properties=species:S:1:pos:R:3:forces:R:3:lowdin_charge:R:1 method="wB97M-V/def2-TZVPD" homo_ev=-7.590 molar_mass_g_mol=945.73 smiles=CCN(CC)CC.CCN(CC)CC.CCN(CC)CC.CCN(CC)CC.CCN(CC)CC.CCN(CC)CC.CCN(CC)CC.CCN(CC)CC.C1CCOC1.CO.CO gap_ev=8.116 multiplicity=1 e_tot_ha=-2802.55038
O 1.4032 -0.3076 -0.8321 1.7 -0.3 -0.4 -0.149
O 1.4256 -5.5725 -2.6920 0.0 -0.6 0.0 -0.142
O -1.4053 1.9922 4.7555 0.0 -0.1 -0.1 -0.109
N -5.7888 -3.6590 0.8280 -0.6 -0.7 0.4 -0.180
N -0.0290 3.5790 -5.3627 -0.3 1.4 -1.3 -0.187
N -1.7209 -3.2609 5.8483 -0.5 0.0 0.2 -0.195
N 3.1688 -7.0326 -0.2149 0.5 0.9 0.1 -0.194
N -6.3717 1.1184 2.7153 0.5 0.9 1.2 -0.213
N 5.5117 4.7963 -0.9555 0.6 0.6 -0.6 -0.193
N -0.9333 6.4416 1.7270 -0.1 -0.7 -0.3 -0.205
N 5.2221 0.0517 -4.8863 0.3 0.2 -0.9 -0.195
C 2.4577 -4.9234 0.8095 0.4 0.2 0.5 -0.086
C 6.8400 4.2229 -1.0671 0.7 -0.6 -0.4 -0.260
C -0.9980 7.6376 2.5509 -0.7 0.0 -1.1 -0.265
C 4.4511 1.1230 -5.5276 -0.2 -0.8 0.2 -0.246
C 0.3984 5.8110 1.5924 -1.4 -0.1 0.7 -0.244
C 6.3830 -0.3866 -5.6463 0.4 0.0 0.5 -0.267
C 0.0155 4.5682 -4.2790 -1.0 -0.8 0.3 -0.254
C 3.6070 -5.6579 0.1215 -0.7 -0.5 0.1 -0.244
C 0.7587 4.0644 -6.5184 0.3 -0.9 0.7 -0.255
C -5.6164 -0.1326 2.7399 -1.2 -0.4 -1.0 -0.259
C -0.1818 1.7778 4.0853 0.6 -0.1 -0.2 -0.172
C -0.5841 -0.5669 0.3633 0.8 -1.0 -0.1 -0.145
C -6.3119 -4.0321 -0.4768 -0.5 1.2 -0.6 -0.257
C -1.5803 -3.0924 4.4224 -1.0 0.2 -0.8 -0.264
C -0.6566 -2.7573 6.6783 1.2 -0.6 0.3 -0.258
C -7.5382 1.1098 3.5985 1.3 -0.9 0.4 -0.250
C 5.4561 5.8368 0.0819 -0.4 -0.8 0.2 -0.243
C -7.4852 -3.1085 -0.8268 -0.7 0.1 0.2 -0.086
C -3.4182 -3.4061 0.0380 -0.5 -0.6 1.1 -0.077
C 0.7028 0.9177 -0.9540 -0.2 -0.4 1.0 -0.201
C -6.6091 -4.3090 1.8620 0.5 -0.5 1.6 -0.258
C 4.3397 2.9377 -2.1052 1.0 0.3 -0.8 -0.087
C -0.7215 0.5092 -0.6737 -1.1 0.9 -1.4 -0.185
C -2.3741 7.9099 3.1369 0.3 -0.7 2.2 -0.101
C 0.2557 4.4334 0.9461 -0.1 0.4 -0.6 -0.094
C 0.6961 -1.3289 -0.1381 -1.3 1.5 0.0 -0.160
C 1.6604 -4.1791 -2.8745 -0.1 -1.2 -0.3 -0.147
C 3.8410 0.8143 -6.9021 -0.3 0.5 0.4 -0.080
C -4.4033 -4.0599 1.0568 0.6 1.2 -1.0 -0.242
C -1.0015 1.6132 -4.2842 0.4 -1.3 -0.5 -0.070
C 7.4018 3.4646 0.1433 0.2 0.0 0.6 -0.093
C 3.2257 -7.8942 0.9690 -0.5 -1.1 -0.1 -0.252
C -1.5355 -1.6394 3.9697 0.4 -0.4 -0.4 -0.080
C -2.1424 -4.6219 6.1753 -0.2 0.5 0.1 -0.250
C -6.4402 -3.6821 3.2563 -0.2 0.8 -0.5 -0.080
C 4.4705 3.7734 -0.8446 -0.4 1.1 0.1 -0.247
C 1.3359 4.6939 -3.5522 0.4 0.4 -0.6 -0.078
C -1.5986 6.5899 0.4304 0.3 0.3 -0.2 -0.235
C -0.9538 -2.5877 8.1718 -0.3 0.4 0.3 -0.085
C -4.2880 0.0349 2.0699 0.9 0.1 -1.1 -0.086
C -6.5334 1.8177 1.4387 0.7 -1.4 0.2 -0.238
C 4.0756 6.4609 0.2444 -0.6 -0.5 0.6 -0.101
C 4.6029 -8.2572 1.5139 0.8 0.4 -0.1 -0.086
C 0.4821 3.2945 -7.7940 0.4 0.1 -0.4 -0.095
C 3.9456 -7.5634 -1.3439 0.4 0.2 0.4 -0.281
C 0.2266 2.1978 -4.9889 0.0 0.8 0.7 -0.245
C -3.6534 -4.8365 5.9794 0.7 -1.1 0.0 -0.084
C -0.7183 7.2203 -0.6797 -0.4 0.0 0.3 -0.077
C 7.4389 -1.0329 -4.7197 -0.1 -0.1 -1.0 -0.084
C -7.0627 1.4025 5.0431 -0.9 0.3 -0.8 -0.080
C 4.1322 -0.9409 -2.8970 -0.5 0.6 -0.5 -0.060
C 4.3809 -1.0368 -4.4084 0.8 -1.2 0.4 -0.254
C 3.5014 -8.9429 -1.7597 -0.5 -0.1 -1.7 -0.096
C -7.3990 1.0204 0.4752 -1.4 0.2 0.1 -0.084
H -5.4077 -3.5442 3.5692 0.1 -0.3 0.0 0.044
H -1.9776 5.6159 0.1186 0.0 0.0 -0.1 0.104
H 2.4107 -8.8613 -1.8117 0.0 -0.6 0.2 0.085
H -1.3092 7.4897 -1.5569 -0.1 -0.1 0.0 0.072
H 3.8407 -9.8849 -1.3330 0.0 0.4 0.9 0.073
H 3.2011 1.6554 -7.1864 0.2 0.1 -0.1 0.055
H 3.7072 1.3340 -4.7548 -0.2 0.6 -0.4 0.095
H 0.7247 2.2345 -7.7294 -0.1 0.0 0.1 0.049
H -4.2746 -5.1494 1.0082 0.0 -0.1 0.4 0.120
H 3.5257 5.8345 0.9542 -0.3 0.1 -0.2 0.058
H 5.0956 1.9792 -5.7356 0.1 0.1 0.7 0.112
H 6.8337 2.5877 0.4614 -0.2 0.1 -0.2 0.065
H 3.3632 2.5057 -2.3115 0.0 -0.4 0.6 0.043
H 5.1570 2.2186 -2.1912 -0.4 -0.5 0.2 0.065
H -6.2776 -0.8777 2.2620 0.5 -0.3 -0.6 0.092
H 7.4822 -0.6603 -3.7003 -0.3 0.2 0.0 0.069
H 5.0304 -7.4788 -1.1784 0.0 -0.2 0.1 0.111
H 5.0331 -1.1054 -2.3056 0.2 -0.1 -0.3 0.074
H 6.8481 3.5537 -1.9311 -0.2 -0.1 0.1 0.100
H 6.8152 0.4499 -6.2018 -0.1 0.3 0.3 0.109
H 3.5642 4.3692 -0.7185 -0.2 -0.4 0.1 0.085
H -4.3461 0.1509 0.9812 -0.3 -0.1 0.0 0.066
H 4.5380 3.5512 -2.9924 -0.2 0.4 0.2 0.083
H -5.5564 1.8782 0.9552 0.1 0.5 0.3 0.093
H -6.6318 -5.0806 -0.5232 0.1 -0.1 0.0 0.117
H -0.2568 1.7650 2.9915 -0.3 0.2 0.0 0.060
H -8.2908 1.8163 3.2558 -0.1 0.0 0.0 0.111
H 1.0893 6.4876 1.0867 0.4 -0.2 -0.1 0.097
H 2.7010 -3.8638 0.9189 -0.1 0.0 -0.1 0.065
H 3.1718 -0.0456 -6.9335 0.4 -0.3 -0.1 0.066
H 4.0662 7.4543 0.6915 0.4 0.1 -0.1 0.073
H 0.7374 5.6127 2.6111 0.3 0.3 0.0 0.110
H 2.1425 -4.1492 -3.8557 0.0 0.6 0.1 0.080
H 5.7099 5.3067 1.0098 0.1 0.6 0.4 0.102
H 2.6447 -7.5140 1.8103 -0.2 0.5 -0.3 0.106
H -6.3190 -5.3688 1.9624 0.1 -0.1 -0.3 0.110
H -1.7823 -3.1724 8.5742 -0.1 -0.1 -0.3 0.064
H 0.8887 1.3722 -1.9269 -0.1 -0.2 -0.1 0.103
H 0.2191 0.8010 4.3528 -0.2 0.0 0.3 0.059
H 1.6638 3.7664 -3.0882 -0.1 0.1 0.3 0.042
H -1.8914 -4.8323 7.2148 0.1 0.1 0.0 0.100
H -1.1655 -1.5399 8.3925 -0.2 -0.1 0.0 0.068
H -3.5919 -0.7960 2.1895 -0.2 -0.1 0.4 0.043
H 0.6742 -3.7069 -2.9171 0.4 0.5 0.1 0.077
H -2.4393 -3.3333 0.5160 0.1 -0.2 -0.1 0.053
H -7.7554 1.5690 -0.4007 0.5 0.1 -0.1 0.071
H 4.6080 3.1911 0.0776 -0.1 -0.3 -0.1 0.117
H -6.7395 2.4422 5.0548 0.2 -0.1 0.3 0.068
H 8.4195 3.1018 -0.0172 0.0 0.1 -0.4 0.070
H 5.0136 -7.4392 2.1121 0.0 0.0 -0.1 0.065
H -0.8110 -3.6878 3.8989 0.6 0.1 0.6 0.119
H -8.2210 -3.0461 -0.0191 0.0 -0.3 0.0 0.063
H -2.3327 -1.0537 4.4234 0.2 0.1 0.2 0.087
H 4.8827 -2.0041 -4.5355 0.4 0.2 -0.2 0.105
H -5.4780 -0.6475 3.6956 -0.1 1.1 0.6 0.109
H -2.4736 -3.5244 3.9538 -0.2 0.1 0.3 0.094
H 4.5124 -5.7375 0.7318 0.0 0.5 0.1 0.109
H -6.9865 -4.2268 4.0249 0.1 -0.1 -0.1 0.077
H -1.5922 -5.3430 5.5552 0.1 -0.1 0.1 0.115
H -1.1699 0.1637 -1.6120 0.1 -0.4 0.1 0.102
H -0.0892 -2.8580 8.7793 0.1 0.0 -0.1 0.069
H -3.8451 -5.1793 4.9613 -0.3 0.5 -0.1 0.055
H -0.2920 7.4915 3.3663 0.2 0.5 -0.1 0.115
H 4.6464 -9.1304 2.1648 -0.5 -0.1 -0.1 0.073
H 2.2615 -5.2884 1.8192 0.0 -0.1 0.0 0.064
H -3.3353 -4.0602 -0.8256 0.1 0.5 -0.4 0.066
H 6.1863 6.6303 -0.0739 0.3 -0.3 -0.4 0.117
H 1.1267 3.6940 -8.5822 -0.1 0.0 0.0 0.075
H -0.3009 5.5401 -4.6632 0.2 -0.1 -0.3 0.113
H -0.2745 -1.7971 6.3307 -0.3 0.0 -0.3 0.105
H -1.6896 -1.5989 2.8887 0.0 -0.1 0.0 0.041
H -7.9268 0.0803 3.5783 -0.6 0.2 0.0 0.104
H 0.0682 6.5444 -1.0101 0.1 0.0 0.0 0.038
H -1.5172 2.2689 -3.5899 0.0 0.2 -0.1 0.066
H -0.8249 8.5235 1.9167 0.9 0.1 0.4 0.110
H 1.3001 5.5354 -2.8587 0.0 -0.3 0.3 0.063
H -0.2722 8.1472 -0.3151 0.1 0.0 0.0 0.069
H 2.3397 -3.7831 -2.1173 -0.2 0.3 0.0 0.057
H -2.2361 8.6736 3.9128 -0.2 0.7 -0.7 0.071
H 3.8544 -5.0829 -0.7732 0.1 -0.4 -0.2 0.105
H 7.4944 4.1151 1.0173 -0.1 0.0 0.0 0.060
H 3.3742 -1.6479 -2.5638 -0.1 0.1 0.0 0.047
H 2.6727 -8.7846 0.6570 0.2 -0.2 0.2 0.105
H 0.4391 1.6086 -5.8761 0.0 0.0 0.0 0.097
H -4.1337 -3.6353 2.0187 0.1 -0.5 0.3 0.082
H -3.2020 8.1309 2.4736 0.1 0.1 -0.2 0.064
H 5.3204 -8.4429 0.7106 -0.1 0.0 0.0 0.064
H -0.7657 0.6779 -3.7651 0.3 0.2 0.3 0.057
H 3.4840 6.4970 -0.6715 0.2 0.1 -0.2 0.073
H -0.5440 -1.2160 4.1280 -0.2 0.3 0.3 0.052
H -7.6902 -4.3573 1.7252 0.1 0.5 -0.9 0.110
H -3.9213 -5.7051 6.5886 -0.2 0.2 0.1 0.068
H -4.2451 -3.9752 6.2718 0.0 0.1 -0.1 0.076
H -8.0226 -3.4322 -1.7216 0.1 -0.1 0.0 0.070
H 1.8210 4.0015 -6.2369 0.2 -0.2 -0.4 0.102
H 1.5516 -5.8975 -1.7924 0.1 0.3 0.1 0.038
H -6.8557 2.8213 1.7051 -0.3 0.1 -0.4 0.114
H 0.5706 2.5221 4.3632 0.0 0.0 0.0 0.081
H 1.1786 3.8717 1.0848 -0.1 -0.2 0.0 0.065
H -8.3343 0.7277 0.9693 0.1 -0.1 0.1 0.070
H 6.1713 -1.1328 -6.4274 -0.3 0.0 0.0 0.111
H -1.3873 -1.2994 0.4237 -0.3 0.4 0.2 0.081
H 8.4236 -0.8739 -5.1655 0.0 -0.2 0.0 0.065
H -0.7996 4.3129 -3.5886 0.2 -0.1 0.2 0.100
H -2.4772 7.2232 0.5599 0.0 -0.1 0.1 0.101
H 0.4499 -2.1105 -0.8616 -0.1 -0.1 0.1 0.104
H 1.1437 2.1816 -4.3802 0.0 -0.4 0.2 0.092
H -6.8561 -2.6737 3.1978 -0.1 0.0 0.2 0.048
H 3.7978 -9.0738 -2.8086 0.0 0.1 0.0 0.074
H 3.5094 -1.2146 -5.0488 -0.5 0.6 0.4 0.107
H -3.7494 -2.3847 -0.1447 0.0 -0.1 -0.5 0.070
H 2.0934 4.9540 -4.2964 0.2 0.0 0.1 0.072
H -1.6527 1.2226 -5.0688 -0.5 0.6 0.1 0.075
H -5.5845 -3.8267 -1.2643 0.3 -0.4 0.2 0.104
H 3.8311 0.0845 -2.6760 -0.3 -0.1 0.2 0.046
H -1.5913 2.9349 4.7344 -0.1 0.0 0.0 0.075
H -0.3842 -0.0852 1.3216 -0.1 -0.3 0.2 0.098
H -2.6524 7.1115 3.8404 -0.2 -0.4 -0.7 0.072
H 7.6011 4.9572 -1.3468 -0.4 0.5 0.1 0.113
H 0.0274 4.4814 -0.1222 0.4 0.1 -0.1 0.056
H 1.5286 -5.0374 0.2519 0.1 0.1 -0.1 0.068
H -1.3321 1.3872 -0.4424 0.0 -0.2 0.6 0.115
H -3.7854 0.9505 2.3909 0.0 -0.1 0.4 0.087
H -7.8836 1.2741 5.7520 0.1 0.0 0.1 0.065
H 0.2224 -3.4262 6.6242 0.0 -0.1 -0.2 0.113
H 3.7411 -6.9135 -2.1964 -0.1 0.1 0.1 0.105
H 0.6115 5.1287 -6.7066 -0.5 0.0 0.3 0.115
H -0.5507 3.3934 -8.1260 -0.1 0.0 0.1 0.077
H -6.2508 0.7288 5.2979 0.1 0.1 0.1 0.058
H -0.6169 3.9084 1.3381 0.3 -0.1 0.5 0.074
H 7.2142 -2.0996 -4.7384 0.4 -0.1 0.5 0.061
H -6.9256 0.0879 0.1711 0.2 0.1 -0.1 0.052
H 4.6746 0.7765 -7.6026 -0.3 -0.4 -0.3 0.069
H 1.2640 -1.7572 0.6882 0.2 0.2 -0.1 0.107
H -7.2154 -2.0616 -0.9753 0.5 -0.1 -0.1 0.057
H 1.0207 1.6301 -0.1802 0.3 0.0 0.0 0.109